1.
{"formula": "C32H30N4PtSe2", "method": "ωB97M-V/def2-TZVPD", "charge": 2, "total_energy_ha": -6377.97923, "s2": 6.033, "multiplicity": 5, "homo_energy_ha": [-0.471, -0.505], "orbital_gap_ev": [6.710, 5.821], "species": ["Pt", "C", "C", "N", "C", "C", "C", "C", "C", "C", "C", "C", "C", "N", "C", "H", "H", "H", "H", "H", "H", "H", "H", "Se", "Se", "C", "C", "C", "C", "C", "N", "C", "C", "C", "C", "C", "N", "H", "H", "H", "H", "H", "H", "H", "H", "C", "C", "C", "C", "C", "C", "H", "H", "H", "H", "H", "C", "C", "C", "C", "H", "H", "H", "H", "H", "H", "H", "H", "H"], "coordinates": [[0.245, -0.036, -0.065], [-0.413, 0.427, 4.177], [-0.587, 0.338, 2.797], [0.418, 0.064, 1.979], [1.677, -0.073, 2.474], [1.927, -0.013, 3.844], [0.838, 0.231, 4.703], [3.271, -0.162, 4.328], [4.297, -0.325, 3.474], [4.068, -0.364, 2.055], [5.108, -0.526, 1.121], [4.827, -0.551, -0.219], [3.498, -0.410, -0.633], [2.511, -0.257, 0.225], [2.769, -0.245, 1.558], [-1.264, 0.647, 4.809], [-1.553, 0.505, 2.340], [1.004, 0.278, 5.775], [3.438, -0.136, 5.400], [5.315, -0.419, 3.838], [6.129, -0.627, 1.474], [5.608, -0.682, -0.955], [3.240, -0.429, -1.688], [-3.553, 0.810, -2.153], [-2.005, -1.635, -2.245], [-0.545, -0.671, -2.978], [-0.322, -0.668, -4.348], [0.651, 0.154, -4.890], [1.393, 0.967, -4.043], [1.160, 0.899, -2.691], [0.228, 0.078, -2.151], [-4.072, 0.469, -0.359], [-5.436, 0.497, -0.073], [-5.853, 0.134, 1.200], [-4.895, -0.207, 2.137], [-3.558, -0.148, 1.770], [-3.134, 0.183, 0.549], [-0.942, -1.294, -4.974], [0.816, 0.179, -5.963], [2.142, 1.650, -4.425], [1.723, 1.513, -2.006], [-6.147, 0.774, -0.841], [-6.907, 0.126, 1.450], [-5.173, -0.513, 3.138], [-2.788, -0.391, 2.499], [0.047, 4.809, 0.245], [1.208, 4.154, 0.641], [1.290, 2.764, 0.587], [0.199, 2.046, 0.120], [-0.974, 2.681, -0.252], [-1.043, 4.074, -0.198], [-0.008, 5.890, 0.284], [2.063, 4.720, 0.998], [2.208, 2.283, 0.903], [-1.839, 2.124, -0.580], [-1.958, 4.570, -0.504], [2.216, -3.706, -0.373], [0.764, -3.281, -0.605], [-0.188, -4.489, -0.505], [0.298, -2.269, 0.420], [2.507, -4.479, -1.084], [2.340, -4.116, 0.635], [2.907, -2.869, -0.489], [0.681, -2.894, -1.618], [-0.184, -4.900, 0.510], [0.140, -5.272, -1.191], [-1.211, -4.210, -0.762], [0.914, -2.299, 1.315], [-0.763, -2.326, 0.665]], "mulliken_charge": [0.50, -1.21, -0.72, 0.77, 0.22, 1.29, -1.00, -0.93, -1.02, 1.22, -1.02, -0.88, -0.96, 0.69, -0.26, 0.56, 0.89, 0.47, 0.47, 0.47, 0.49, 0.49, 0.52, 0.16, 0.14, 0.10, -0.93, -0.36, -0.93, -0.22, 0.66, 0.22, -0.84, -0.33, -1.08, 0.04, 0.21, 0.51, 0.44, 0.50, 0.61, 0.42, 0.43, 0.45, 0.73, -0.75, -0.70, 0.04, 0.28, 0.32, -0.57, 0.42, 0.48, 0.36, -0.37, 0.48, -1.50, 1.42, -1.65, -1.88, 0.48, 0.38, 0.19, -0.01, 0.39, 0.43, 0.32, 0.76, 0.72]}

---

2.
{"formula": "C32H30O3S4Sc", "method": "ωB97M-V/def2-TZVPD", "charge": 1, "total_energy_ha": -3816.41577, "homo_energy_ha": -0.385, "orbital_gap_ev": 8.010, "species": ["Sc", "O", "S", "C", "C", "C", "C", "S", "O", "C", "C", "C", "C", "C", "C", "C", "C", "C", "C", "C", "C", "H", "H", "H", "H", "H", "H", "H", "H", "H", "H", "H", "H", "H", "H", "H", "H", "H", "H", "S", "C", "C", "C", "C", "C", "C", "H", "H", "H", "H", "H", "C", "C", "O", "S", "C", "C", "C", "C", "C", "C", "C", "C", "H", "H", "H", "H", "H", "H", "H"], "coordinates": [[0.717, -1.385, 0.062], [-0.890, -2.512, -0.372], [-2.119, -3.121, -1.044], [-2.225, -2.194, -2.591], [-2.240, -0.684, -2.404], [-1.631, 0.068, -3.598], [-0.841, 1.304, -3.191], [0.822, 1.030, -2.531], [0.635, 0.064, -1.359], [1.552, 0.093, -3.854], [1.921, 0.816, -4.984], [2.525, 0.148, -6.034], [2.775, -1.215, -5.939], [2.421, -1.915, -4.797], [1.798, -1.262, -3.740], [-3.499, -2.453, -0.146], [-4.767, -2.849, -0.556], [-5.869, -2.366, 0.129], [-5.692, -1.520, 1.217], [-4.419, -1.156, 1.623], [-3.301, -1.620, 0.941], [-3.099, -2.583, -3.117], [-1.338, -2.540, -3.131], [-1.681, -0.437, -1.500], [-3.263, -0.351, -2.227], [-2.424, 0.399, -4.271], [-0.987, -0.584, -4.195], [-1.350, 1.898, -2.429], [-0.651, 1.968, -4.039], [1.761, 1.886, -5.041], [2.817, 0.695, -6.920], [3.264, -1.729, -6.756], [2.636, -2.972, -4.712], [1.547, -1.814, -2.842], [-4.899, -3.533, -1.386], [-6.863, -2.663, -0.176], [-6.554, -1.156, 1.758], [-4.285, -0.513, 2.483], [-2.306, -1.344, 1.270], [2.522, -2.921, -0.456], [3.762, -1.770, -0.986], [3.747, -0.430, -0.607], [4.689, 0.458, -1.107], [5.668, 0.016, -1.984], [5.702, -1.324, -2.346], [4.760, -2.211, -1.853], [3.024, -0.053, 0.116], [4.666, 1.493, -0.790], [6.409, 0.704, -2.367], [6.471, -1.686, -3.015], [4.791, -3.254, -2.142], [0.184, 5.051, 6.500], [-0.518, 4.745, 7.792], [-0.642, 5.521, 8.696], [-1.200, 3.098, 8.038], [-0.817, 2.252, 6.522], [-1.740, 2.240, 5.480], [-1.462, 1.560, 4.309], [-0.254, 0.873, 4.164], [0.665, 0.877, 5.215], [0.380, 1.558, 6.384], [0.030, 0.163, 2.956], [0.274, -0.441, 1.925], [-0.494, 4.913, 5.658], [1.025, 4.374, 6.354], [0.531, 6.080, 6.542], [-2.677, 2.768, 5.595], [-2.176, 1.558, 3.497], [1.596, 0.336, 5.110], [1.088, 1.551, 7.202]], "mulliken_charge": [0.67, -0.24, -0.03, -0.73, -0.19, -0.97, -1.01, -0.05, 0.15, 1.00, -0.71, -0.68, -0.57, -1.00, -0.06, 0.53, -0.59, -0.59, -0.54, -0.61, -0.23, 0.56, 0.36, 0.11, 0.44, 0.51, 0.39, 0.52, 0.58, 0.44, 0.43, 0.43, 0.47, 0.49, 0.39, 0.41, 0.41, 0.47, 0.54, -0.41, 0.42, -0.08, -0.77, -0.57, -0.51, -0.66, 0.70, 0.46, 0.41, 0.41, 0.46, -0.99, 0.69, -0.51, -0.12, -0.36, -0.33, -0.52, 0.27, -0.61, -0.31, -0.16, -0.24, 0.31, 0.31, 0.31, 0.45, 0.46, 0.48, 0.48]}

---

3.
{"formula": "C32H31BClF5N8O3SZr", "method": "ωB97M-V/def2-TZVPD", "charge": 1, "total_energy_ha": -3331.41350, "s2": 0.754, "multiplicity": 2, "homo_energy_ha": [-0.403, -0.405], "orbital_gap_ev": [7.415, 7.142], "species": ["Zr", "C", "C", "C", "C", "N", "N", "B", "N", "C", "C", "C", "C", "N", "N", "C", "C", "C", "C", "N", "N", "C", "C", "C", "C", "N", "H", "H", "H", "H", "H", "H", "H", "H", "H", "H", "H", "H", "H", "H", "H", "H", "H", "H", "H", "H", "C", "O", "C", "C", "C", "C", "C", "C", "O", "C", "O", "C", "H", "H", "H", "H", "H", "H", "H", "H", "H", "F", "C", "C", "F", "C", "F", "C", "S", "C", "F", "C", "F", "Cl", "C", "H", "H"], "coordinates": [[-0.340, -0.354, -0.174], [-2.312, -0.931, 3.048], [-0.890, -0.498, 3.153], [-0.104, -0.502, 4.301], [1.114, 0.016, 3.910], [1.049, 0.321, 2.611], [-0.175, -0.014, 2.120], [2.141, 0.979, 1.722], [1.484, 2.042, 0.794], [1.890, 3.306, 0.609], [1.149, 3.863, -0.410], [0.283, 2.854, -0.830], [-0.722, 2.918, -1.930], [0.496, 1.756, -0.094], [2.743, -0.124, 0.817], [4.000, -0.564, 0.684], [4.053, -1.437, -0.380], [2.759, -1.485, -0.889], [2.340, -2.228, -2.112], [1.952, -0.702, -0.146], [3.128, 1.684, 2.620], [2.801, 2.580, 3.592], [3.946, 3.219, 3.978], [4.961, 2.663, 3.165], [6.422, 2.971, 3.170], [4.459, 1.758, 2.345], [-2.770, -0.897, 4.035], [-2.397, -1.952, 2.671], [-2.879, -0.282, 2.383], [-0.395, -0.818, 5.288], [2.010, 0.204, 4.476], [2.683, 3.722, 1.209], [1.230, 4.859, -0.808], [-1.594, 3.496, -1.622], [-1.064, 1.929, -2.232], [-0.286, 3.413, -2.798], [4.767, -0.187, 1.335], [4.918, -1.950, -0.762], [2.835, -1.789, -2.981], [1.268, -2.206, -2.277], [2.657, -3.268, -2.043], [1.782, 2.707, 3.921], [4.048, 3.978, 4.735], [6.614, 3.916, 3.675], [6.804, 3.035, 2.153], [6.981, 2.192, 3.691], [-4.954, -5.457, -0.294], [-5.698, -4.249, -0.442], [-5.056, -3.087, -0.346], [-5.857, -1.938, -0.530], [-5.286, -0.705, -0.460], [-3.899, -0.539, -0.219], [-3.313, 0.761, -0.150], [-4.162, 1.995, -0.192], [-2.070, 0.952, -0.056], [-3.119, -1.704, -0.033], [-1.818, -1.623, 0.214], [-3.697, -2.967, -0.085], [-5.670, -6.261, -0.423], [-4.509, -5.518, 0.701], [-4.179, -5.529, -1.058], [-6.910, -2.070, -0.730], [-5.907, 0.167, -0.611], [-4.999, 1.931, 0.501], [-4.570, 2.122, -1.197], [-3.547, 2.857, 0.052], [-3.055, -3.824, 0.056], [1.515, 1.345, -7.235], [0.945, 0.821, -6.160], [1.502, 1.022, -4.909], [2.614, 1.741, -4.776], [0.892, 0.470, -3.799], [1.455, 0.687, -2.599], [-0.268, -0.285, -3.878], [-1.076, -1.015, -2.495], [-0.804, -0.471, -5.150], [-1.918, -1.183, -5.303], [-0.214, 0.070, -6.278], [-0.755, -0.126, -7.475], [0.484, -3.842, 0.071], [0.624, -2.972, 1.521], [1.619, -2.675, 1.815], [-0.181, -3.094, 2.227]], "mulliken_charge": [0.57, -0.95, 0.47, -1.74, -0.10, 0.85, 0.21, 0.16, 0.19, 0.16, -1.87, 0.46, -1.30, 0.90, 0.24, -0.03, -1.78, 0.41, -1.61, 1.07, 0.84, -0.31, -1.34, 0.69, -1.27, -1.25, 0.54, 0.08, 0.03, 0.53, 0.66, 0.43, 0.55, 0.33, 0.05, 0.40, 0.63, 0.56, 0.31, 0.08, 0.48, 0.56, 0.43, 0.37, 0.34, 0.26, -0.79, -0.44, 1.01, -1.05, -1.30, 1.43, 0.36, -2.29, 0.26, -0.67, 0.46, -0.44, 0.25, 0.33, 0.33, 0.48, 0.52, 0.51, 0.42, 0.36, 0.39, -0.29, 0.77, -0.17, -0.30, -0.67, -0.23, 0.91, -0.41, 0.13, -0.31, 0.23, -0.27, -0.05, -0.68, 0.46, 0.45]}

---

Quick rundown of energy relative to the best compared isomer or geometry (same formula, charge and spin), same order as above: 0.055 0.000 0.523 eV
Quick rundown of strongest force on any atom, same order as above: 1.130 0.345 0.421 eV/Å